1.
Formula: C4H4O2
Source: the Open Molecules 2025 dataset
Level of theory: wB97M-V/def2-TZVPD

Summary:
E_tot in eV: -8306.932
SMILES string: O=C1C=CCO1
Orbital gap in eV: 10.92
E_HOMO in eV: -10.38
Relative energy (zero: lowest compared OMol25 entry of this formula, charge and spin) in kJ/mol: 14.0
Charge: 0

```
10
Properties=species:S:1:pos:R:3:forces:R:3:lowdin_charge:R:1
C 0.7337 -0.6417 -0.9635 -0.46 -0.82 -1.93 -0.481
C 0.4322 0.8990 0.6830 -2.85 -0.76 0.52 -0.177
C -0.8844 0.0662 0.4989 0.43 -0.69 -0.05 0.002
C -0.6030 -0.9215 -0.3997 -1.96 0.77 0.88 0.005
H 0.7542 0.8276 1.7338 0.53 -0.31 -0.49 0.134
H 0.2597 1.9281 0.4691 -0.25 0.97 -0.05 0.115
H -1.8398 0.2699 1.0820 1.49 -0.40 -0.94 0.129
H -1.3148 -1.7028 -0.8275 1.34 1.22 0.75 0.143
O 1.1961 -1.1459 -1.9693 0.04 0.78 1.67 0.103
O 1.2660 0.4211 -0.3068 1.69 -0.77 -0.37 0.028
```
Positions in Å, forces in eV/Å.


2.
Formula: C45H35N2ORuS4
Source: the Open Molecules 2025 dataset
Level of theory: wB97M-V/def2-TZVPD

Summary:
E_tot in eV: -98177.748
⟨S²⟩: 6.028
Orbital gap (alpha / beta) in eV: 7.87 / 6.22
Multiplicity: 5
E_HOMO (alpha / beta) in eV: -10.80 / -10.82
Relative energy (zero: lowest compared OMol25 entry of this formula, charge and spin) in kJ/mol: 4.7
Charge: +1

```
88
Properties=species:S:1:pos:R:3:forces:R:3:lowdin_charge:R:1
Ru -0.5799 -1.2738 0.8544 0.14 0.05 -0.04 1.593
C -1.1686 -1.1570 5.1405 -0.02 0.00 -0.01 -0.051
C 0.1044 -0.8480 5.5964 0.02 0.00 -0.01 -0.056
C 1.1531 -0.7370 4.6971 0.00 0.00 0.04 -0.037
C 0.9337 -0.9329 3.3381 0.02 0.01 -0.03 -0.224
C -0.3486 -1.2624 2.8766 -0.05 0.00 -0.01 -0.229
C -1.3936 -1.3652 3.7864 0.01 0.00 0.02 -0.124
C 2.0184 -0.8340 2.3448 -0.05 0.00 0.00 -0.213
C 3.2816 -0.2739 2.6424 0.00 0.00 0.00 0.019
C 4.2492 -0.2716 1.6875 0.03 0.01 0.01 0.027
C 4.0150 -0.8931 0.4394 0.02 0.02 -0.01 -0.152
C 5.0229 -1.0297 -0.5426 0.00 0.02 0.02 -0.023
C 4.7751 -1.7204 -1.6930 -0.02 -0.03 -0.02 -0.069
C 3.5115 -2.3125 -1.8985 0.03 0.02 -0.03 -0.050
C 2.5126 -2.1751 -0.9762 -0.01 0.06 0.01 -0.024
C 2.7348 -1.4354 0.2045 -0.03 -0.03 0.05 -0.196
N 1.7396 -1.3177 1.1446 0.06 -0.08 -0.06 0.088
H -1.9922 -1.2379 5.8386 0.00 0.00 0.00 0.115
H 0.2835 -0.6968 6.6525 0.00 0.00 -0.01 0.113
H 2.1431 -0.5072 5.0675 0.00 0.00 0.00 0.111
H -2.3947 -1.5996 3.4479 0.00 0.00 0.00 0.074
H 3.4598 0.1689 3.6103 -0.01 -0.01 -0.01 0.113
H 5.2175 0.1729 1.8839 -0.01 0.00 -0.01 0.130
H 5.9969 -0.5953 -0.3541 -0.01 0.00 0.00 0.122
H 5.5509 -1.8364 -2.4379 -0.01 0.00 0.00 0.114
H 3.3353 -2.8942 -2.7945 0.00 0.00 0.01 0.116
H 1.5601 -2.6628 -1.1156 -0.06 -0.01 -0.01 0.100
C 1.4237 3.0364 -2.7614 0.01 0.00 0.00 -0.036
C 2.0226 1.8717 -3.5631 -0.06 0.01 0.00 -0.546
C 3.3194 1.4053 -2.8877 0.01 0.00 0.01 -0.036
C 2.3589 2.3687 -4.9683 0.00 0.02 -0.02 -0.061
C 1.0283 0.7086 -3.5856 0.04 -0.01 0.01 -0.146
C 0.5054 0.1804 -4.7786 0.02 0.00 -0.01 -0.002
C -0.3613 -0.8978 -4.7970 0.01 -0.01 0.01 -0.051
C -0.7219 -1.4659 -3.5819 -0.01 0.01 -0.06 -0.434
S -1.7120 -2.8621 -3.2565 -0.02 -0.02 -0.06 1.178
C -1.4198 -2.6738 -1.5802 0.02 -0.02 0.12 -0.532
N -0.6749 -1.6398 -1.2686 0.00 0.02 -0.13 -0.050
C -0.2400 -0.9356 -2.3878 -0.03 -0.05 0.09 -0.294
C 0.6376 0.1391 -2.3836 0.03 -0.01 -0.02 -0.005
C -1.8582 -3.5505 -0.4984 0.01 0.02 -0.04 -0.262
C -2.5525 -4.7318 -0.7220 -0.02 -0.03 0.00 -0.034
C -2.8670 -5.5509 0.3510 0.00 0.01 -0.02 -0.057
C -2.4708 -5.1887 1.6298 0.01 0.01 0.03 -0.055
C -1.7825 -3.9997 1.8551 -0.03 -0.04 -0.04 -0.093
C -1.4701 -3.1534 0.7990 0.06 0.00 0.11 -0.211
H 2.1272 3.8710 -2.7384 -0.01 -0.01 0.00 0.093
H 1.2102 2.7536 -1.7283 0.01 0.01 0.00 0.079
H 0.4944 3.3893 -3.2136 0.01 0.00 0.00 0.089
H 4.0420 2.2238 -2.8647 -0.01 0.00 0.00 0.093
H 3.7658 0.5710 -3.4320 0.00 0.00 0.00 0.089
H 3.1487 1.0823 -1.8582 -0.01 -0.01 -0.01 0.072
H 3.0803 3.1839 -4.8996 0.00 -0.01 0.00 0.091
H 1.4776 2.7542 -5.4848 0.00 -0.01 0.00 0.091
H 2.8056 1.5836 -5.5817 0.00 0.01 0.01 0.090
H 0.7959 0.6123 -5.7254 -0.02 0.00 0.01 0.108
H -0.7307 -1.2908 -5.7347 0.00 0.00 0.01 0.117
H 1.0033 0.5175 -1.4371 0.00 0.00 0.02 0.112
H -2.8386 -5.0195 -1.7273 0.00 0.01 0.01 0.108
H -3.4082 -6.4728 0.1881 0.00 0.00 0.00 0.113
H -2.6987 -5.8372 2.4661 0.00 0.00 0.00 0.113
H -1.4889 -3.7449 2.8635 0.00 -0.01 0.00 0.089
O -0.7575 0.6350 0.6098 -0.18 0.05 0.11 -0.307
C -1.7776 1.5707 0.9854 0.09 0.07 0.00 -0.548
C -2.4385 2.1408 -0.2566 -0.01 -0.03 -0.01 -0.487
C -1.9511 2.1879 -1.5240 0.01 0.06 -0.03 -0.103
C -2.8352 2.8348 -2.4339 0.03 -0.04 0.01 -0.163
C -3.9749 3.2618 -1.8292 -0.01 0.02 0.00 -0.393
S -3.9911 2.8803 -0.1625 -0.01 0.00 0.01 1.078
C -1.0892 2.6669 1.7702 0.02 -0.04 0.01 -0.453
C -1.0703 4.0057 1.5245 -0.01 0.03 -0.01 -0.099
C -0.2913 4.7310 2.4700 -0.03 0.00 -0.02 -0.164
C 0.2684 3.9223 3.4073 0.03 0.00 -0.01 -0.391
S -0.1333 2.2793 3.1520 -0.03 0.00 0.03 1.089
C -2.8432 0.8743 1.8089 0.00 -0.03 -0.07 -0.519
C -3.3881 1.2041 3.0072 -0.03 0.00 0.04 -0.109
C -4.4281 0.3099 3.4060 0.03 0.03 0.00 -0.155
C -4.6446 -0.6802 2.5017 -0.01 0.01 -0.02 -0.380
S -3.6246 -0.5116 1.1339 0.00 0.00 -0.02 1.047
H -0.9927 1.7826 -1.7993 0.01 0.01 0.01 0.076
H -2.6288 2.9680 -3.4864 -0.01 0.00 0.01 0.105
H -4.8124 3.7765 -2.2727 0.02 -0.01 0.01 0.071
H -1.5949 4.4624 0.6977 0.00 -0.01 0.01 0.112
H -0.1597 5.8029 2.4480 0.00 -0.01 0.00 0.107
H 0.9004 4.2041 4.2346 -0.01 -0.01 -0.01 0.070
H -3.0642 2.0555 3.5882 0.00 -0.01 0.00 0.119
H -4.9870 0.4082 4.3256 0.01 0.00 -0.01 0.113
H -5.3628 -1.4835 2.5467 0.01 0.01 0.00 0.078
```
Positions in Å, forces in eV/Å.


3.
Formula: C5H6N3O2
Source: the Open Molecules 2025 dataset
Level of theory: wB97M-V/def2-TZVPD

Summary:
E_tot in eV: -13836.241
Orbital gap in eV: 8.38
E_HOMO in eV: -15.13
Relative energy (zero: lowest compared OMol25 entry of this formula, charge and spin) in kJ/mol: 263.2
Charge: +1

```
16
Properties=species:S:1:pos:R:3:forces:R:3:lowdin_charge:R:1
C 0.5725 -1.9020 0.3219 1.30 3.73 -1.63 0.192
C 1.8599 -1.3760 0.2103 -2.81 -6.54 0.99 0.016
C -0.7593 -1.1716 0.0907 -0.56 -0.17 0.09 -0.339
C 2.2264 -0.1080 0.1232 1.70 5.35 0.61 -0.159
C -1.9729 1.0313 -0.2382 0.95 1.54 0.06 0.037
N 0.7301 1.9699 0.0530 0.20 3.24 -0.66 0.199
N -0.7563 0.2262 0.0489 -1.61 0.45 0.14 -0.050
N 0.4139 0.8299 0.1776 1.47 -2.46 0.05 -0.088
O -1.7801 -1.7995 -0.0979 1.45 0.60 0.29 0.162
O 3.0347 0.7138 0.1217 -1.48 -1.29 -0.30 0.307
H 0.3396 -2.9090 0.2307 0.27 -2.06 0.53 0.117
H 2.6989 -2.0871 0.3070 -0.35 0.33 -0.28 0.166
H -1.8303 1.4071 -1.2381 -0.26 -0.14 -0.77 0.091
H -2.8887 0.4420 -0.1982 0.34 0.11 0.42 0.106
H -1.9498 2.0239 0.3376 -0.33 -1.89 -0.02 0.122
H 0.0616 2.7089 -0.2504 -0.28 -0.80 0.46 0.124
```
Positions in Å, forces in eV/Å.